No. 1
This record from the OMol25 dataset describes an isolated molecule of C16H28N8O at a distorted geometry. The level of theory is the ωB97M-V functional and the def2-TZVPD basis.

Structure (XYZ):
```
53
Properties=species:S:1:pos:R:3:forces:R:3:mulliken_charge:R:1
C -2.359591 -3.910917 0.862116 0.0651 0.2299 -0.2096 -1.456
C -1.754738 -2.986470 -0.190439 -0.2947 -0.1099 0.1131 0.752
N -0.317510 -3.025727 -0.154221 -0.0074 -0.2354 -0.0714 -0.177
C 0.483931 -1.954263 -0.036591 0.4564 0.0564 0.0578 0.143
N 1.780894 -2.182621 -0.226128 0.0676 -0.2593 -0.1040 -0.782
C 2.572648 -1.110034 -0.136780 -0.4038 -0.2642 0.0467 0.232
N 3.884674 -1.324833 -0.294790 0.0700 -0.3230 -0.0741 -0.197
C 4.918921 -0.303609 -0.323493 0.0594 0.4432 0.0620 0.395
C 4.988126 0.433643 1.012497 0.1123 -0.1117 -0.1238 -1.306
C 4.689799 0.676150 -1.473161 0.1157 -0.1551 0.0720 -1.330
N 2.129206 0.128121 0.095436 0.0419 0.3321 -0.0182 -0.373
C 0.824989 0.222512 0.278690 0.4878 -1.0012 -0.0880 0.354
N 0.358064 1.494514 0.524442 -0.6011 -0.4572 0.0515 0.188
C 1.227262 2.487263 0.468522 0.3467 0.3761 0.0420 0.637
N 1.975682 3.355787 0.453693 0.3638 0.5658 -0.0266 -0.691
C -1.060449 1.727369 0.740752 -0.4030 0.0383 -0.0147 0.320
C -1.348741 3.225362 0.803820 0.0756 -0.1177 0.0527 -1.943
C -1.829594 1.116509 -0.445077 -0.1243 0.1095 0.2111 0.322
O -1.350069 1.122161 -1.560338 0.1750 0.1767 -0.2105 -0.679
N -3.068806 0.636156 -0.191585 -0.1845 -0.0896 -0.1441 0.661
C -3.759877 0.689474 1.080466 0.1232 -0.1805 0.3673 -0.868
C -3.519684 -0.552183 1.940195 -0.0837 0.2722 -0.0958 -0.940
C -3.802173 0.058461 -1.306848 0.0034 0.1483 -0.3257 -0.667
C -4.672010 1.095131 -2.012046 0.1526 -0.1954 0.1093 -1.319
N -0.057356 -0.765576 0.271773 -0.1736 0.2875 0.1556 -0.066
H -3.444755 -3.887974 0.805278 -0.1466 -0.0489 0.0184 0.370
H -2.029759 -4.934757 0.700059 -0.0026 -0.1295 0.0240 0.395
H -2.052365 -3.603474 1.858141 0.0244 0.0204 0.1202 0.327
H -2.107073 -3.284086 -1.186685 0.0060 0.1294 0.0818 0.269
H -2.039383 -1.949950 -0.013899 -0.0977 -0.0810 -0.0852 -0.633
H 0.151647 -3.878966 -0.414650 0.0484 0.1108 0.0154 0.327
H 4.125941 -2.277358 -0.512971 -0.0458 0.0559 0.0227 0.302
H 5.861221 -0.840142 -0.486811 -0.1729 0.0324 0.0240 0.360
H 5.111380 -0.272712 1.830469 0.0356 -0.0437 0.1030 0.344
H 5.828958 1.121504 1.011420 0.1097 0.0975 0.0277 0.426
H 4.071931 0.996441 1.162132 0.0215 0.0843 0.0644 0.217
H 5.513173 1.382720 -1.527679 0.0973 0.1054 -0.0334 0.425
H 4.618619 0.144100 -2.419341 0.0118 -0.0194 -0.1145 0.344
H 3.767153 1.222901 -1.303184 -0.0100 0.0994 -0.0440 0.228
H -1.330724 1.230224 1.678427 -0.0273 0.0917 -0.1576 0.319
H -0.794810 3.689758 1.617451 -0.0190 0.0441 0.0278 0.482
H -2.411078 3.403162 0.954011 -0.0515 -0.0313 0.0156 0.356
H -1.049761 3.695068 -0.131159 -0.0064 0.0307 -0.0454 0.436
H -3.464384 1.582847 1.631976 -0.0892 -0.0083 -0.0475 0.324
H -4.829194 0.780593 0.869677 0.0850 0.1265 0.0273 0.467
H -3.972955 -0.415760 2.918846 -0.0674 -0.0547 0.1237 0.500
H -3.960252 -1.430280 1.476552 -0.0320 -0.1415 -0.0441 0.224
H -2.454796 -0.729794 2.065853 0.1269 -0.0351 0.0266 0.157
H -3.066012 -0.333444 -2.011496 -0.1266 -0.0724 0.1075 0.397
H -4.413097 -0.765900 -0.930966 0.0506 -0.0217 0.0265 0.421
H -5.396476 1.531408 -1.327082 -0.0990 0.0496 0.0408 0.293
H -5.208608 0.630662 -2.834690 -0.1119 -0.0031 -0.1093 0.425
H -4.044031 1.888162 -2.408705 0.0487 0.0766 -0.0515 0.286
```
Positions in Å, forces in eV/Å.

The net charge is 0. The HOMO energy is -8.896 eV. The value obtained for the total energy is -31016.77402 eV. The value obtained for the LUMO energy is 0.65 eV. The molar mass is 348.5 Da. The calculation puts the frontier orbital gap at 9.5 eV.

No. 2
This record from the OMol25 dataset describes an isolated molecule of C17H25N3O3. The level of theory is the ωB97M-V functional and the def2-TZVPD basis.

Structure (XYZ):
```
48
Properties=species:S:1:pos:R:3:forces:R:3:mulliken_charge:R:1
O -0.024199 -1.742533 0.386962 0.1273 -0.0114 0.1802 -0.699
C -0.648019 -1.476311 -0.627529 0.1631 0.0910 -0.2131 0.541
N -0.133742 -1.114339 -1.805577 -0.3138 -0.0028 -0.3759 -0.074
C 1.258546 -0.799484 -2.001358 0.1438 0.1402 0.2671 -0.730
C 1.505339 0.711944 -1.934809 0.2507 -0.1836 0.1021 0.014
C 2.971804 1.019993 -1.630195 -0.1538 0.0031 -0.0819 -1.191
N 3.465664 0.274911 -0.487008 0.1210 0.1116 0.0062 0.326
C 4.907807 0.377991 -0.353621 0.0938 -0.2288 0.2560 -0.615
C 5.371562 -0.534434 0.781894 0.1856 0.1018 -0.3597 -0.651
O 4.763773 -0.184089 2.000735 0.0650 0.1042 0.1282 -0.401
C 3.361331 -0.255630 1.882780 -0.3460 0.1368 -0.0581 -0.900
C 2.837208 0.650485 0.769525 0.1150 -0.2394 0.1974 0.022
C -2.178575 -1.482803 -0.651794 -0.1919 -0.1010 -0.0799 0.499
O -2.802536 -1.142034 -1.641837 -0.0104 0.0315 0.0024 -0.691
N -2.698294 -1.879222 0.517453 0.2044 -0.2826 0.3271 -0.139
C -4.055760 -1.584803 0.899200 -0.2331 0.0730 -0.0029 -0.765
C -4.105267 -0.310538 1.764653 0.0601 -0.1229 -0.2610 -1.165
C -3.342454 0.786462 1.074600 -0.0924 0.0987 0.2004 0.495
C -2.014387 1.031758 1.400163 -0.0701 0.0480 0.0332 -0.225
C -1.280783 1.976236 0.704052 0.1221 0.0109 -0.0072 -0.390
C -1.864623 2.680228 -0.334395 0.0564 0.0752 -0.0618 -0.457
C -3.189415 2.445748 -0.662346 -0.0450 0.0515 -0.0817 -0.642
C -3.922866 1.506275 0.038352 0.0412 0.0140 0.0756 -0.317
H -0.812801 -0.861862 -2.514509 -0.0181 -0.0687 0.1767 0.271
H 1.813519 -1.279673 -1.192441 -0.0233 -0.0145 -0.2083 0.335
H 1.592649 -1.204935 -2.959007 0.0393 -0.0414 0.0790 0.259
H 1.232708 1.187071 -2.878942 -0.0592 0.0716 0.0248 0.535
H 0.864153 1.133181 -1.159038 -0.0565 0.0191 -0.0285 -0.200
H 3.089489 2.110569 -1.491468 0.0613 -0.0663 -0.0431 0.391
H 3.580642 0.724336 -2.489667 0.0378 0.0845 0.0049 0.431
H 5.375086 0.060181 -1.288530 0.0282 0.0294 0.0107 0.381
H 5.222531 1.414905 -0.135460 0.0085 -0.0437 -0.0400 0.346
H 6.448353 -0.442657 0.935432 -0.0512 -0.0465 -0.0634 0.361
H 5.123703 -1.575823 0.526368 0.0556 0.0644 0.0022 0.329
H 2.956619 0.050426 2.848716 -0.0470 -0.0447 -0.0701 0.388
H 3.053504 -1.289296 1.669083 -0.0170 0.0666 0.0336 0.342
H 1.760374 0.503098 0.695386 -0.0741 0.0306 0.0354 -0.095
H 3.046210 1.706360 1.022112 -0.0455 -0.0197 -0.0212 0.324
H -2.014116 -2.054690 1.245621 0.0055 0.0379 -0.1847 0.285
H -4.479367 -2.434071 1.441391 -0.0311 0.0575 -0.1099 0.360
H -4.611852 -1.429654 -0.028217 -0.0287 -0.0718 0.1349 0.380
H -5.147992 -0.026267 1.911603 -0.0151 -0.0130 0.0885 0.405
H -3.659493 -0.519088 2.739362 -0.0550 0.0233 0.0401 0.365
H -1.545069 0.479455 2.202319 0.0260 -0.0752 0.0802 0.323
H -0.250708 2.159342 0.975826 0.0920 0.0243 0.0119 0.441
H -1.290418 3.410790 -0.885581 0.0400 0.0667 -0.0348 0.416
H -3.650417 2.992888 -1.471240 -0.0409 0.0470 -0.0670 0.396
H -4.953584 1.321355 -0.227017 -0.1244 -0.0365 -0.0445 0.389
```
Positions in Å, forces in eV/Å.

The net charge is 0. The HOMO energy is -8.730 eV. The value obtained for the total energy is -28648.51258 eV. The value obtained for the LUMO energy is 0.82 eV. The molar mass is 319.4 Da. The calculation puts the frontier orbital gap at 9.5 eV.

No. 3
This record from the OMol25 dataset describes a structure of composition C24H29AsN4PPdSSe2. The level of theory is the ωB97M-V functional and the def2-TZVPD basis.

Structure (XYZ):
```
63
Properties=species:S:1:pos:R:3:forces:R:3:mulliken_charge:R:1
Pd 3.578950 0.730994 -0.035969 0.0437 -0.0050 -0.0066 0.070
Se 3.534951 3.356221 0.054582 0.0372 -0.0180 0.0221 0.175
P 1.326191 3.023384 -0.079690 -0.1353 0.0441 -0.0206 0.178
Se 1.113510 0.841899 -0.204630 0.1431 0.0262 0.0136 -0.194
C 0.813904 3.857698 -1.567543 0.0151 0.0251 -0.0088 1.402
C -0.037296 3.221957 -2.471649 0.0021 -0.0105 0.0050 -0.417
C -0.471504 3.909793 -3.592024 -0.0037 0.0021 -0.0016 -0.668
C -0.052042 5.215154 -3.814437 0.0028 0.0025 0.0017 -0.487
C 0.803175 5.845399 -2.918486 -0.0040 -0.0025 -0.0015 -0.805
C 1.240452 5.172296 -1.792158 -0.0151 0.0018 0.0121 -0.260
C 0.656200 3.702153 1.425538 0.0132 0.0218 0.0038 1.359
C -0.245595 2.965044 2.192679 0.0051 -0.0046 -0.0002 -0.204
C -0.797875 3.537089 3.326071 -0.0014 0.0024 -0.0027 -0.635
C -0.444559 4.828196 3.697266 0.0001 -0.0010 0.0014 -0.478
C 0.460604 5.559484 2.937770 -0.0003 -0.0001 0.0005 -0.807
C 1.014853 5.002644 1.799448 -0.0212 0.0077 -0.0154 -0.276
H -0.358048 2.201941 -2.303972 0.0063 -0.0034 -0.0053 0.200
H -1.134655 3.427602 -4.296796 0.0028 -0.0030 -0.0004 0.407
H -0.388978 5.744613 -4.695476 -0.0023 0.0010 0.0018 0.419
H 1.129999 6.860041 -3.099164 0.0030 -0.0008 -0.0012 0.419
H 1.908247 5.672832 -1.102154 0.0036 -0.0001 -0.0017 0.231
H -0.514903 1.956562 1.906278 0.0067 -0.0052 0.0055 0.066
H -1.502447 2.976791 3.924988 0.0020 -0.0020 0.0016 0.405
H -0.874275 5.267647 4.587362 -0.0015 0.0004 -0.0006 0.418
H 0.734044 6.562905 3.233277 0.0025 -0.0009 0.0013 0.419
H 1.716886 5.582755 1.213610 0.0051 -0.0019 0.0035 0.217
C 5.418664 -4.506334 -0.272600 -0.0013 -0.0007 -0.0005 -1.251
C 6.034321 -3.162266 -0.228915 0.0034 -0.0034 -0.0200 0.890
N 7.304126 -2.900708 -0.212111 -0.0018 0.0010 -0.0054 -0.590
N 7.393076 -1.548538 -0.174039 -0.0029 -0.0032 -0.0025 0.248
C 6.214589 -0.949071 -0.159590 0.0280 0.0065 0.0208 0.558
S 5.881643 0.729689 -0.096756 0.0141 -0.0106 -0.0026 -0.409
N 5.325849 -1.968337 -0.196629 -0.0123 -0.0048 0.0213 0.532
N 3.945224 -1.759146 -0.200059 0.0252 0.0195 -0.0650 -0.911
H 6.213569 -5.245855 -0.326153 0.0006 -0.0002 0.0014 0.347
H 4.779350 -4.617727 -1.149549 0.0023 -0.0012 -0.0013 0.343
H 4.828579 -4.697490 0.625224 0.0000 0.0011 0.0000 0.343
H 8.303265 -1.105597 -0.157691 0.0006 -0.0007 0.0011 0.206
H 3.564571 -2.075649 -1.088749 -0.0123 -0.0251 0.0143 0.274
H 3.523990 -2.291911 0.556064 0.0108 0.0280 0.0241 0.249
C -2.806401 -0.941277 0.669991 0.0234 0.0285 -0.0043 -1.121
As -1.715116 -2.520585 0.331907 -0.2405 -0.1110 0.0007 0.467
C -2.101197 -3.525359 1.954432 0.0334 0.0031 0.0022 -1.144
C -2.734226 -3.584845 -1.142706 0.0529 -0.0024 0.0073 -1.328
C -4.107523 -3.585048 -0.714749 -0.0244 -0.0050 0.0098 0.799
C -4.600054 -4.614982 0.136653 0.0066 -0.0027 -0.0123 -0.232
C -5.918492 -4.639335 0.502637 -0.0011 0.0067 0.0037 -0.689
C -6.783126 -3.629790 0.050207 -0.0013 0.0010 0.0036 -0.329
C -6.317626 -2.597420 -0.782985 0.0005 0.0015 0.0081 -0.620
C -5.000676 -2.565439 -1.150176 0.0065 -0.0084 -0.0021 -0.266
H -3.822366 -1.190828 0.967126 0.0029 -0.0064 0.0074 0.436
H -2.817765 -0.287154 -0.199853 -0.0081 -0.0048 -0.0019 0.388
H -2.325486 -0.416473 1.496959 0.0035 0.0031 -0.0058 0.355
H -3.131494 -3.401846 2.280181 -0.0055 -0.0098 -0.0085 0.377
H -1.439651 -3.141098 2.731498 -0.0108 0.0111 0.0036 0.378
H -1.873186 -4.579786 1.809794 0.0090 0.0020 0.0044 0.385
H -2.234793 -4.549951 -1.113584 0.0086 0.0028 -0.0030 0.494
H -2.520756 -3.040187 -2.057480 -0.0150 0.0163 0.0039 0.479
H -3.926622 -5.398318 0.460283 -0.0029 -0.0031 -0.0010 0.465
H -6.301965 -5.435885 1.125019 0.0008 -0.0006 -0.0001 0.435
H -7.825122 -3.649866 0.341943 -0.0008 -0.0033 -0.0035 0.436
H -7.007037 -1.843767 -1.137400 0.0016 0.0021 0.0006 0.433
H -4.629921 -1.784942 -1.802846 -0.0029 -0.0030 -0.0062 0.421
```
Positions in Å, forces in eV/Å.

The net charge is +3. Its spin multiplicity is 5. The HOMO energy (spin up / spin down) is -15.981 / -16.329 eV. The value obtained for the total energy is -246427.42737 eV. The value obtained for the LUMO energy (spin up / spin down) is -7.62 / -10.86 eV. The molar mass is 775.8 Da. The calculation puts the frontier orbital gap (spin up / spin down) at 8.4 / 5.5 eV.